No. 1
C37H60Br4FO20P | ωB97M-V/def2-TZVPD

Last column: Löwdin charge in e.
Cartesian coordinates (Å):
Br  1.093032  4.249953  -0.987047  0.656
H  -0.928300  1.518999  4.208092  0.095
C  3.839564  1.083886  -1.634187  -0.150
C  -5.001764  -10.472833  -3.493642  -0.140
H  -1.406876  -0.910288  5.439308  0.110
O  -3.262325  -5.145504  -3.852318  0.068
H  -2.135192  -4.281801  -6.731485  0.137
H  -4.606310  -3.513514  6.135256  0.126
H  6.323882  2.705650  -7.584513  0.137
C  -3.631846  -0.814061  6.121841  -0.220
C  -2.918876  -4.614104  -6.048663  -0.129
O  5.346645  4.004428  3.622870  0.066
H  5.788675  5.277249  -4.441692  0.112
H  -1.105763  2.929277  1.617382  0.099
O  -5.167881  -12.392930  -4.721467  0.060
C  5.168009  5.213081  -3.547443  -0.129
C  6.833965  2.323386  -6.695331  -0.128
O  -1.191110  3.679999  4.719655  0.136
H  -1.804687  -3.383430  7.791818  0.114
H  0.607671  2.456354  1.227655  0.057
C  -5.093428  -5.670640  7.774516  -0.132
H  -0.753613  0.967968  -4.187564  0.060
O  -2.882936  -6.024877  -5.885134  0.065
H  -2.035299  0.787583  5.983926  0.118
C  -5.203972  -10.982529  -4.887240  -0.136
C  -2.300768  -0.193732  5.448446  -0.213
C  4.910685  1.779651  3.336568  -0.153
Br  2.496497  0.339285  0.782463  0.755
H  -1.457106  -0.677620  -0.871432  0.070
H  -4.071085  -1.568988  5.359603  0.100
O  -1.037818  5.922457  5.011055  0.072
H  8.521997  1.825956  -7.955702  0.137
H  3.822542  1.675200  3.293443  0.104
H  -3.748358  0.485675  3.887001  0.107
H  -1.662794  6.707547  2.392984  0.137
H  -1.030790  7.899018  4.373785  0.137
C  8.298057  2.102391  -6.924193  -0.130
O  8.243064  5.005586  -5.171459  0.154
O  8.866638  3.364329  -6.604035  0.072
C  5.387401  6.364362  -2.616874  -0.117
H  4.379739  1.877054  -2.247415  0.070
O  6.814658  3.325170  -5.688441  0.046
C  -1.672022  1.243721  3.378024  -0.211
O  -5.548944  -11.509229  -2.689692  0.062
C  -1.297294  -0.188919  -1.912310  -0.802
O  -3.446407  -7.382739  -4.160615  0.144
H  4.693578  7.186481  -2.799422  0.139
Br  -3.242390  -0.560909  -4.251992  0.653
H  -2.320457  2.168329  3.202252  0.101
O  -5.732724  -13.747307  -2.994519  0.151
H  -2.635028  -0.882495  3.241562  0.105
C  -0.783089  0.794356  2.099607  -0.197
C  -0.974929  4.775358  4.281294  -0.522
H  6.411049  6.747527  -2.658605  0.140
C  -3.797966  -4.023704  6.797180  -0.249
H  0.171591  0.322677  2.526172  0.070
O  -4.461082  -4.382221  8.044902  -0.232
C  5.398187  3.000320  2.618309  -0.136
H  -5.971421  -5.759989  8.502318  0.094
H  2.004504  2.478161  -2.466307  0.060
C  -0.795564  3.145386  -3.800440  -0.335
H  -3.944521  -10.350705  -3.241974  0.135
H  -2.044614  -2.904968  6.015155  0.104
F  -2.226937  3.393925  -3.783684  -0.007
H  4.766085  3.266105  1.770541  0.108
H  0.949557  0.076388  -1.591702  0.012
H  -4.022480  -1.741032  8.223569  0.110
O  5.530910  4.088089  -2.758702  0.052
H  -3.431448  -4.936025  6.198910  0.122
C  -3.848065  -0.351498  -1.441944  -0.162
H  6.324132  1.420520  -6.355209  0.137
C  -3.218347  -6.286597  -4.591796  -0.540
O  5.164063  5.787522  -1.336786  0.070
H  5.369747  0.863703  2.960707  0.132
H  -2.848252  1.372462  -2.432713  0.084
C  2.756020  1.717657  -0.576362  -0.776
H  0.095054  6.776382  2.131163  0.136
C  -0.499923  6.960868  4.204203  -0.130
P  0.015840  1.198330  -1.708133  0.746
C  1.530560  2.310285  -1.413195  -0.765
H  -1.658912  -3.985784  -4.402616  0.085
H  -4.427989  -0.011286  6.285989  0.111
H  -3.533684  -0.250979  -0.347246  0.069
H  0.894129  1.677700  -4.112131  0.125
H  -5.513643  -5.744918  6.703094  0.096
H  -1.492025  2.939312  -0.717955  0.093
H  -4.420049  -10.650859  -5.569863  0.136
C  -2.673248  0.067093  3.876578  -0.193
H  -4.330886  -6.508828  7.983471  0.102
C  -1.048181  1.929584  -0.349752  -0.312
O  5.566958  3.928507  5.877340  0.150
H  -3.909320  -1.489096  -1.645133  0.082
C  -2.715840  -4.106897  -4.654018  -0.181
C  -0.464774  2.083987  1.140771  -0.248
H  -3.892300  -4.330331  -6.460057  0.137
O  -0.635254  5.031232  2.987474  0.044
H  8.717240  1.345761  -6.254539  0.137
H  6.430915  2.898798  2.272464  0.139
C  5.417649  3.371038  4.826268  -0.546
C  -5.504540  -12.652797  -3.427271  -0.547
C  7.998814  3.992843  -5.765898  -0.538
H  3.206653  0.348989  -2.276604  0.081
H  -6.177181  -10.699607  -5.299672  0.134
C  -2.573956  -2.998665  7.037532  -0.170
H  -2.353555  -0.887372  8.001544  0.109
H  -1.314538  -0.038478  1.502238  0.092
H  -2.003951  1.303476  -0.127951  0.081
H  -4.878554  0.120445  -1.576423  0.085
O  5.450523  3.689062  -0.528852  0.126
H  3.324644  2.607344  -0.096795  0.065
C  -0.128874  1.724018  -3.567914  -0.175
H  -5.519566  -9.529281  -3.315712  0.133
C  -3.148822  -1.541519  7.496665  -0.187
O  -0.115473  4.170011  -4.093146  0.030
H  0.554555  7.097790  4.461119  0.138
C  -2.730932  0.239696  -2.484722  -0.733
C  5.388081  4.451785  -1.455609  -0.531
O  5.295693  2.022252  4.682411  0.063
H  4.552910  0.389927  -1.040592  0.072
H  -3.233869  -3.162406  -4.473387  0.039
Br  -0.551905  -1.703207  -3.035673  0.600
H  4.120570  5.111143  -3.847793  0.139
C  -0.688313  6.439653  2.812209  -0.131

Force components x, y, z for each atom (eV/Å):
Br 0.44 -0.90 0.09
H -1.36 -0.50 -1.31
C -1.24 -1.34 0.74
C 0.28 0.89 0.29
H -1.28 0.99 0.44
O -0.07 -0.69 -0.38
H -0.06 -0.23 0.03
H 1.37 -0.72 0.90
H 0.06 0.00 0.05
C 1.28 -0.45 0.39
C 0.01 0.45 -0.73
O -0.05 -0.28 0.64
H 0.02 -0.19 0.22
H 1.22 -1.30 -0.97
O -0.09 -0.17 0.58
C -0.19 0.16 -1.11
C -0.71 -0.51 -0.32
O 0.27 1.44 -0.25
H -1.25 0.26 -1.02
H -1.41 -0.71 -0.33
C -0.52 -0.21 0.85
H 0.71 1.08 1.42
O -0.10 -0.23 0.60
H -0.28 -1.47 -0.96
C 0.04 0.45 -0.76
C -1.60 -0.32 -1.24
C -0.31 -0.73 -0.29
Br -0.31 0.33 -0.17
H 0.39 0.71 -1.82
H 0.63 1.06 1.45
O -0.05 -0.56 -0.38
H 0.11 0.18 0.12
H 0.07 0.02 0.00
H 1.58 -0.77 -0.29
H 0.04 -0.03 0.05
H -0.02 -0.19 0.14
C 0.43 -0.69 -0.38
O -0.32 -0.85 -0.49
O -0.47 0.39 0.39
C 0.13 0.88 -0.25
H -0.83 -1.10 0.88
O 0.52 0.28 0.02
C -0.04 -0.99 -0.47
O -0.08 -0.60 -0.37
C -1.37 -1.35 -0.28
O 0.14 0.83 -0.38
H 0.02 -0.12 0.22
Br 0.01 1.50 0.72
H 1.15 -1.25 -0.08
O 0.21 0.97 -0.40
H 0.04 1.25 0.99
C -0.07 0.47 0.06
C -0.19 -0.97 0.62
H -0.05 -0.08 0.00
C 0.49 1.23 -0.43
H -1.31 0.72 -0.84
O 0.27 -1.38 -2.13
C 0.05 0.08 -0.89
H 1.27 0.00 -0.98
H -0.82 -0.36 1.91
C 2.67 4.97 -1.74
H -0.08 0.01 -0.04
H -0.74 -0.07 1.61
F 2.91 -1.66 0.38
H 0.16 0.16 0.16
H -0.35 0.73 0.04
H 1.41 0.45 -1.07
O -0.02 0.01 0.85
H -0.41 1.13 1.16
C 0.21 -0.78 -0.49
H -0.01 0.21 0.12
C -0.19 -0.87 0.45
O 0.07 -0.88 0.12
H -0.03 0.05 0.21
H 0.26 -1.48 -0.89
C 2.24 1.86 -1.62
H -0.06 -0.24 0.02
C 0.25 0.81 0.29
P 0.07 -1.12 -0.16
C 1.86 0.86 -1.20
H -0.10 -0.05 -0.03
H 1.23 -0.95 -0.17
H -0.29 0.17 -1.53
H -1.69 0.67 1.25
H 0.72 0.16 1.59
H 1.10 -1.53 0.52
H -0.07 -0.20 0.05
C 0.61 1.58 1.49
H -1.21 1.12 -0.50
C -1.83 0.69 1.38
O -0.14 -0.49 -0.93
H -0.06 1.84 0.37
C 0.18 0.81 0.20
C -0.82 0.53 1.07
H 0.04 -0.04 0.04
O -0.10 -0.17 0.58
H -0.04 0.07 -0.02
H -0.08 0.02 0.00
C 0.15 0.56 1.02
C -0.24 -1.07 0.49
C 0.41 0.91 0.50
H 1.24 1.29 0.67
H 0.04 -0.03 0.05
C -0.60 0.30 -0.07
H -1.15 -1.05 -0.70
H 0.69 1.30 0.80
H 1.68 0.83 -0.91
H 1.47 -0.65 0.03
O -0.08 0.52 -0.71
H -1.23 -1.63 -0.45
C -1.40 -0.11 -1.64
H 0.04 -0.17 0.13
C -0.66 -0.82 -1.06
O -3.25 -5.11 1.44
H -0.06 -0.04 -0.03
C -1.19 -0.52 2.69
C 0.04 -0.24 0.55
O 0.16 0.61 0.12
H -0.92 1.52 -1.07
H 0.09 -0.37 0.16
Br 0.28 0.72 1.00
H 0.02 -0.01 0.10
C 0.03 0.47 -0.79

Calculated values
Kohn-Sham gap	9.01	eV
E	-372461.69523	eV
charge	0
strongest force on any atom	6.230	eV/A

---

No. 2
C37H60BrIN8O5PS3Si2Y | ωB97M-V/def2-TZVPD

Last column: Löwdin charge in e.
Cartesian coordinates (Å):
C  1.480853  -3.110719  -3.953886  -0.180
C  1.974816  -2.386063  1.959496  -0.350
C  3.183955  5.248169  1.153295  -0.736
H  0.091828  -4.194557  0.381857  0.068
H  -5.232614  -0.289869  -1.934579  0.085
C  -0.582666  0.121590  2.291635  -0.460
H  4.340972  -3.202678  -2.831596  0.024
H  5.419599  1.566494  -0.541115  0.107
C  -2.986899  -1.740417  -1.751008  -1.328
Br  4.585747  4.001106  1.430458  0.755
H  -1.285152  2.067620  -5.297126  0.116
S  -2.633022  2.576361  -0.531943  0.405
H  2.973167  -0.325675  -4.837480  0.036
C  2.542796  7.424015  0.368166  -0.107
H  -4.990493  0.352794  -0.282522  0.069
H  -0.479417  -0.948665  2.506209  -0.094
C  3.391558  1.240622  -0.768098  -0.190
H  -3.844006  -4.620508  3.445105  0.137
H  2.150388  -0.636268  3.182232  0.073
O  -3.716231  2.242159  0.362462  -0.318
H  5.695354  2.859095  -2.689970  0.082
C  -0.199822  3.584807  -4.227018  0.020
H  0.436585  7.848185  0.445912  0.117
C  -2.416027  4.337332  -0.457075  -0.126
C  -1.955602  -0.000367  5.047872  -0.197
O  -1.322175  2.065640  -0.004846  -0.536
C  -4.884901  -0.511247  -0.928467  -0.092
H  -1.875912  -1.093459  5.073239  0.001
H  -5.422376  -1.377823  -0.548558  0.073
C  3.527466  6.484268  0.617284  -0.146
C  -2.940733  -5.808580  0.501850  -0.109
H  -0.415833  -3.525976  3.118892  0.078
H  -0.944341  -6.315222  0.112374  0.178
N  1.607721  -1.700464  0.864063  0.073
H  1.762748  -4.109165  -3.608570  0.017
H  -1.488659  4.598789  -0.965204  0.049
H  2.090088  6.350446  -1.500187  0.077
C  -3.535442  -3.553462  1.062309  -0.290
C  1.853351  -2.215109  -0.384301  -0.503
H  -0.014046  -5.686682  2.259403  0.136
C  4.124959  -2.136339  -2.730193  -0.177
I  1.249730  3.093240  2.194343  1.121
H  -3.896717  -3.399814  0.044096  0.043
Si  -2.064527  0.644617  3.262324  0.378
C  0.485997  3.857710  -3.045975  -0.114
H  -3.260862  4.801954  -0.963260  0.071
H  -2.233570  3.018537  2.481118  -0.014
H  -0.339175  4.379839  -4.947833  0.126
H  4.729179  -1.620713  -3.483569  0.022
C  0.881463  5.894250  1.185331  -0.148
H  3.109726  -5.248906  0.555071  0.105
O  0.544817  6.195340  -3.444234  0.060
Y  -0.082431  0.133616  -0.101581  1.288
H  2.830739  -4.158331  2.808051  0.098
N  -3.664349  -4.985452  1.401925  -0.139
C  -3.275867  -5.267007  2.778013  -0.164
C  -0.719583  2.323169  -4.411958  -0.022
H  0.283865  0.553365  2.826123  -0.090
H  4.563863  6.701542  0.396370  0.104
C  -0.541761  1.369706  -3.417383  -0.166
H  -4.502939  0.584907  2.675147  0.036
C  2.371256  -3.550395  -0.488113  -0.071
N  2.355624  1.057816  -0.318729  0.128
H  0.392375  -3.033034  -3.926797  -0.002
H  -3.568952  -0.330811  1.506614  -0.011
H  -3.161809  -5.555051  -0.534806  0.140
P  -1.807995  -2.900435  1.219118  1.047
H  -1.467995  2.921811  4.076255  0.005
H  -0.153001  5.654448  1.396005  0.091
N  -1.849475  -5.056267  3.018954  -0.139
H  -3.517967  -6.308338  3.005598  0.133
H  -3.922303  -1.025618  3.108422  0.013
H  2.642705  -2.147606  3.973022  0.078
O  -2.815607  2.237526  -1.925335  -0.309
C  -1.081436  -5.881995  2.155331  -0.117
C  4.709834  2.733056  -2.244103  -0.081
H  -3.217882  2.726534  3.915971  0.033
C  1.918701  -1.693983  3.296529  -0.042
C  2.691631  -4.250687  0.640550  -0.104
H  2.813409  8.386419  -0.046934  0.116
C  0.623745  2.838834  -2.121847  -0.117
N  -1.427384  -5.625047  0.686096  -0.064
C  0.966950  5.255747  -2.795206  -0.488
H  -1.300185  -6.936045  2.333551  0.139
H  -1.223683  -4.130086  -0.800554  0.060
C  1.215481  7.124492  0.649148  -0.083
N  1.580019  -1.411764  -1.402106  -0.169
N  1.879022  5.413075  -1.799058  0.197
S  -1.266875  -1.694706  -1.891105  0.574
H  1.263924  -0.060150  -4.530183  0.018
H  -2.022652  -3.056759  3.647073  0.086
C  -1.479744  -3.631263  2.893518  -0.287
H  -0.964246  0.378218  -3.513412  0.070
H  -2.388529  4.648250  0.586345  0.053
H  -1.065720  0.398939  5.545379  0.023
H  4.488381  3.626667  -1.660426  0.045
N  0.139153  1.607512  -2.299025  0.009
H  0.935549  -1.746657  3.765401  0.058
C  4.701703  1.487930  -1.358750  -0.210
H  2.459901  0.722889  -3.501812  0.005
C  -3.662022  -0.105027  2.569813  -0.183
H  2.512156  -3.995027  -1.465473  0.079
H  3.978975  2.644997  -3.047609  0.074
C  2.501459  -3.669321  1.900806  -0.088
H  -2.826273  0.280524  5.649165  0.024
H  4.482542  -1.832149  -1.741745  0.023
C  2.229149  -0.197092  -4.043846  -0.164
H  4.960108  0.595003  -1.933312  0.106
C  1.862205  4.938845  1.455949  -0.736
O  -3.467024  -0.776548  -0.958151  -0.288
Si  2.280617  -1.727849  -2.959551  0.377
H  1.085435  3.018270  -1.156421  0.077
C  -0.989624  -4.248225  0.257587  -0.269
S  -3.952135  -2.762511  -2.635579  0.587
H  2.169375  4.650270  -1.214914  0.066
H  -4.182775  -2.975963  1.724308  0.089
H  -3.136289  -6.864864  0.695061  0.139
C  -2.256589  2.509021  3.439344  -0.203
H  1.799605  -3.027569  -4.998503  0.031

Force components x, y, z for each atom (eV/Å):
C 0.07 0.01 -0.06
C 0.13 0.02 0.03
C 0.09 -0.02 0.00
H 0.05 0.04 -0.01
H 0.01 0.01 -0.04
C 0.02 0.13 0.20
H -0.02 0.02 0.01
H 0.01 0.05 -0.01
C -0.13 0.72 -0.58
Br 0.00 0.03 0.04
H 0.01 0.02 0.01
S 0.17 0.06 0.11
H -0.03 0.02 0.03
C -0.02 0.18 0.28
H 0.03 0.02 0.03
H 0.03 -0.03 -0.01
C 0.05 0.12 0.14
H 0.00 0.00 -0.01
H 0.01 -0.03 -0.01
O -0.07 0.04 -0.04
H 0.00 -0.02 0.00
C -0.08 -0.02 0.02
H 0.02 -0.02 -0.01
C -0.03 0.05 -0.01
C 0.05 0.02 0.01
O -0.10 -0.26 -0.07
C 0.18 -0.07 -0.05
H 0.00 0.03 -0.01
H -0.02 -0.04 0.03
C 0.06 0.02 0.11
C 0.09 0.00 0.01
H 0.01 0.00 0.00
H 0.01 0.00 -0.02
N -0.22 -0.04 -0.01
H -0.03 0.04 0.02
H -0.03 -0.01 -0.01
H -0.01 -0.20 -0.16
C -0.12 -0.11 0.07
C 0.02 -0.08 0.09
H 0.01 0.01 0.02
C 0.03 -0.01 -0.06
I -0.06 0.16 0.10
H 0.01 0.00 -0.02
Si -0.13 0.01 -0.06
C 0.04 0.03 -0.02
H 0.01 -0.04 0.03
H 0.00 0.01 -0.14
H 0.02 -0.01 0.00
H -0.03 -0.01 0.02
C -0.02 -0.05 0.15
H 0.00 0.01 0.02
O 0.04 0.00 -0.03
Y 0.68 -0.31 -0.35
H -0.01 -0.01 -0.02
N 0.00 0.06 -0.05
C 0.01 0.02 0.00
C 0.01 -0.02 -0.01
H 0.00 0.01 -0.01
H -0.01 -0.02 0.01
C 0.10 0.03 -0.03
H 0.03 -0.01 0.02
C 0.02 -0.05 -0.07
N -0.24 0.09 0.07
H 0.01 0.02 0.01
H 0.03 0.02 0.00
H -0.02 0.01 -0.01
P -0.08 0.28 0.01
H -0.03 -0.01 -0.03
H 0.03 0.01 0.00
N 0.02 0.05 -0.02
H 0.01 0.00 0.00
H 0.02 0.02 -0.02
H 0.00 0.00 0.00
O -0.05 0.00 0.00
C -0.03 0.00 -0.08
C 0.01 0.06 0.01
H 0.04 0.01 -0.02
C -0.03 0.03 0.00
C -0.03 0.01 0.03
H -0.01 0.00 0.00
C -0.08 0.01 0.01
N -0.04 0.04 0.05
C 0.06 -0.03 0.20
H 0.00 -0.01 0.02
H -0.01 0.04 -0.03
C -0.01 0.14 0.18
N -0.13 -0.03 -0.18
N -0.10 -0.19 -0.63
S -0.13 -0.08 0.31
H -0.02 -0.01 0.02
H -0.02 -0.01 -0.02
C 0.07 -0.12 0.05
H -0.02 0.00 0.00
H 0.02 -0.06 0.00
H -0.03 -0.01 0.00
H -0.03 -0.02 -0.02
N -0.10 -0.01 0.05
H 0.00 -0.01 -0.02
C 0.03 -0.19 -0.06
H 0.01 -0.02 0.01
C 0.01 -0.05 0.03
H -0.01 0.06 0.05
H -0.01 0.02 0.01
C 0.01 0.04 -0.02
H 0.01 0.00 -0.04
H -0.03 0.00 -0.02
C 0.05 -0.03 -0.05
H 0.01 0.02 -0.01
C -0.01 0.07 -0.12
O -0.01 -0.23 0.09
Si 0.00 0.10 0.13
H 0.02 -0.03 -0.05
C -0.07 -0.22 0.01
S -0.02 -0.23 0.26
H -0.01 0.08 -0.02
H 0.01 0.01 0.01
H -0.02 0.00 -0.01
C -0.02 -0.09 0.17
H -0.01 -0.03 0.03

Calculated values
Kohn-Sham gap	6.94	eV
energy above the lowest of the compared OMol25 structures with the same formula, charge and spin	2.3	kcal/mol
E	-198243.06437	eV
charge	0
strongest force on any atom	0.934	eV/A

---

- Among the records above, which one has the lowest E?
  C37H60Br4FO20P

---

- Among the records above, which one has the highest strongest force on any atom?
  C37H60Br4FO20P

---

- What is the Kohn-Sham gap in the first record?
  9.01 eV